[1]
C51H47BrIrN4O2SSi | wB97M-V/def2-TZVPD

Structure (XYZ):
```
108
Properties=species:S:1:pos:R:3:forces:R:3
Ir -0.9323 -0.4448 0.1179 0.31 -0.44 -0.08
Br 1.2180 7.9811 -0.4249 -0.13 -0.06 0.17
C 0.1602 7.3159 1.0188 0.19 0.21 -0.07
C 0.1901 7.9632 2.2469 0.23 0.12 -0.59
C -0.5429 7.4693 3.2984 -0.45 -0.64 0.22
C -1.3064 6.2907 3.1539 1.90 0.30 -1.60
C -1.3715 5.7036 1.8627 -0.29 0.25 0.46
C -0.6387 6.2002 0.8163 0.08 0.28 -0.18
N -1.9528 5.7955 4.2313 -1.85 -1.04 0.82
N -2.4162 4.5889 4.2148 -0.75 0.94 1.52
C -1.7582 3.5441 3.7059 1.39 -0.52 -0.68
C -0.3425 3.5043 3.6377 -0.49 0.04 -0.22
C 0.3295 2.5523 2.9197 0.17 0.06 0.06
C -0.3544 1.5884 2.1502 0.88 -0.38 -0.55
O 0.2720 0.7587 1.3959 -0.34 0.66 0.51
C -1.7832 1.5495 2.2817 -0.72 0.22 0.34
N -2.4416 0.6111 1.5643 0.66 -0.47 -1.10
C -3.7444 0.4809 1.6901 0.21 -0.41 -0.34
C -4.4916 1.2455 2.5802 0.27 0.59 0.53
C -3.8552 2.2375 3.3042 -0.66 -0.40 -0.25
C -2.4843 2.4405 3.1449 0.66 -0.03 -0.32
H 0.7917 8.8524 2.3658 0.04 0.03 0.03
H -0.5130 7.9593 4.2595 -0.04 -0.01 0.13
H -2.0229 4.8594 1.6906 0.08 -0.06 -0.01
H -0.6896 5.7301 -0.1547 0.01 -0.02 -0.05
H 0.2093 4.2805 4.1504 0.01 0.06 0.02
H 1.4081 2.5588 2.8620 0.10 -0.07 0.02
H -4.2102 -0.2754 1.0721 -0.01 -0.03 -0.07
H -5.5493 1.0641 2.6882 -0.08 -0.01 0.01
H -4.3991 2.8542 4.0040 -0.04 0.14 -0.02
C -2.1751 -1.7117 -1.0136 0.49 -0.41 0.62
Si -1.7645 -3.4604 -0.4660 -0.14 0.51 0.03
C -1.4573 -3.3391 1.4366 -0.22 -0.32 -0.63
N -0.7054 -2.1219 1.7790 -0.18 0.67 -0.47
C -1.0408 -1.6525 3.1187 -0.27 0.17 0.66
C -0.7143 -2.6530 4.2375 0.00 -0.06 -0.22
C 0.6343 -3.3355 3.9722 0.14 0.02 0.09
C 1.4672 -2.4813 3.0230 -0.22 -0.26 0.02
C 0.7564 -2.3150 1.6718 0.96 0.12 0.07
C -3.2597 -4.6057 -0.7316 0.38 0.17 0.13
C -3.2720 -5.5669 -1.7340 0.20 -0.04 -0.05
C -4.4019 -6.3173 -2.0018 -0.16 -0.15 -0.10
C -5.5590 -6.1147 -1.2684 -0.02 -0.10 -0.08
C -5.5712 -5.1565 -0.2698 -0.22 0.00 0.10
C -4.4352 -4.4130 -0.0123 0.04 0.05 0.09
C -0.2850 -4.2699 -1.3463 -0.39 0.34 0.22
C 0.3523 -5.3922 -0.8272 -0.03 -0.08 0.16
C 1.4282 -5.9786 -1.4724 0.10 -0.12 0.05
C 1.8947 -5.4458 -2.6628 0.03 -0.04 0.00
C 1.2693 -4.3334 -3.1983 0.12 0.02 -0.20
C 0.1914 -3.7568 -2.5486 -0.04 0.11 0.01
H -3.2163 -1.4974 -0.7509 -0.21 -0.10 -0.01
H -2.1212 -1.6234 -2.0992 0.13 0.14 -0.11
H -0.9851 -4.2346 1.8595 -0.03 0.01 0.00
H -2.4408 -3.2643 1.9051 -0.13 0.01 -0.02
H -2.1041 -1.4053 3.1536 0.06 0.03 -0.08
H -0.4881 -0.7288 3.2929 -0.04 -0.01 -0.06
H -1.5031 -3.4044 4.3232 -0.02 0.06 0.04
H -0.6877 -2.1027 5.1808 -0.04 0.00 0.00
H 0.4762 -4.3154 3.5146 0.03 -0.04 0.05
H 1.1702 -3.4982 4.9102 -0.02 -0.08 -0.03
H 2.4463 -2.9374 2.8583 -0.01 0.10 -0.06
H 1.6330 -1.4996 3.4721 0.09 0.03 -0.02
H 0.9401 -3.1869 1.0368 -0.03 0.10 0.02
H 1.1828 -1.4377 1.1765 0.01 -0.27 -0.01
H -2.3747 -5.7221 -2.3148 0.12 -0.10 -0.12
H -4.3839 -7.0615 -2.7858 0.01 -0.05 -0.07
H -6.4455 -6.6977 -1.4773 -0.05 -0.03 0.00
H -6.4730 -4.9900 0.3045 -0.04 0.03 0.04
H -4.4643 -3.6593 0.7602 -0.06 0.15 0.17
H 0.0065 -5.8171 0.1059 -0.04 -0.08 0.12
H 1.9110 -6.8464 -1.0425 0.01 -0.04 0.03
H 2.7434 -5.8910 -3.1662 0.01 0.00 0.00
H 1.6355 -3.9107 -4.1239 -0.01 0.06 -0.05
H -0.2810 -2.8839 -2.9710 -0.03 0.21 -0.08
C 2.3540 -0.9164 -1.2796 -1.88 -0.81 0.20
C 3.0314 0.1139 -0.6581 0.80 0.90 0.52
C 3.7156 -0.0557 0.5793 -0.36 -0.14 -0.43
C 4.3903 0.9855 1.1624 0.08 0.30 0.20
C 4.4276 2.2389 0.5601 0.07 0.08 0.06
C 3.7962 2.4260 -0.6663 0.08 0.15 0.18
C 3.1139 1.3987 -1.2634 -0.16 -0.40 0.07
H 2.3443 -1.9128 -0.8769 0.17 -0.31 0.02
H 1.8510 -0.7620 -2.2128 -0.05 0.03 -0.39
H 3.6846 -1.0213 1.0660 0.01 -0.13 0.01
H 4.8920 0.8389 2.1103 0.03 -0.04 0.07
H 4.9342 3.0612 1.0406 0.13 0.09 0.05
H 3.8443 3.3956 -1.1443 -0.06 0.09 -0.06
H 2.6039 1.5560 -2.2018 -0.01 -0.02 -0.09
C 4.7623 1.9788 -4.6552 0.36 -0.12 0.16
C 4.8882 2.8160 -5.8929 -0.23 -0.05 0.19
O 5.8893 2.9148 -6.5519 0.12 0.06 -0.07
S 3.4447 3.7366 -6.3935 -0.41 0.13 -0.07
C 2.1607 3.1155 -5.3122 0.43 0.22 -0.52
C 1.6170 1.8642 -5.5715 0.00 0.12 -0.04
C 0.7415 1.2956 -4.6732 -0.02 0.02 0.03
C 0.3950 1.9737 -3.4945 0.13 0.03 -0.10
C 0.8503 3.2888 -3.3195 -0.06 0.00 -0.09
C 1.7337 3.8526 -4.2156 0.07 -0.10 -0.07
C -0.2766 1.3066 -2.4499 -0.54 -0.17 0.31
C -0.6431 0.6700 -1.4761 -0.28 0.10 0.69
H 5.7610 1.6653 -4.3594 0.01 -0.03 0.01
H 4.1535 1.0959 -4.8464 -0.05 0.02 0.01
H 4.2935 2.5327 -3.8438 -0.04 -0.03 -0.01
H 1.9156 1.3382 -6.4681 0.01 -0.08 -0.02
H 0.3536 0.3033 -4.8530 -0.04 -0.06 0.09
H 0.5399 3.8401 -2.4454 0.01 -0.02 0.14
H 2.1295 4.8427 -4.0506 0.06 0.13 0.05
```
Positions in Å, forces in eV/Å.

The total energy comes out at -5707.06266 a.u. The molar mass comes out at 1080.24 g mol⁻¹. The total charge is -1.

---

[2]
C51H47F3FeN3P2S3 | wB97M-V/def2-TZVPD

Structure (XYZ):
```
110
Properties=species:S:1:pos:R:3:forces:R:3
Fe 0.4145 -0.2588 -0.9070 0.70 -0.71 -1.58
S 2.0086 0.1625 0.9464 -0.23 0.01 0.29
P 0.3218 0.4305 1.9805 -0.07 1.40 1.51
C -1.2295 0.8842 1.2368 0.67 -0.67 -1.10
P -1.1176 2.1138 -0.0586 -0.53 0.76 0.50
S -0.5746 1.7542 -1.9343 -0.13 -0.15 0.40
C -0.0320 3.4341 0.5896 -0.01 0.04 -0.10
C 1.2981 3.4589 0.1799 0.06 -0.02 -0.02
C 2.1533 4.4520 0.6340 -0.03 0.02 0.03
C 1.6801 5.4370 1.4907 -0.04 -0.06 -0.02
C 0.3492 5.4280 1.8904 0.00 -0.07 -0.05
C -0.5049 4.4303 1.4398 0.06 0.01 0.05
C -2.7846 2.8984 -0.0706 0.03 -0.09 0.06
C -3.1709 3.6470 -1.1796 -0.01 -0.01 -0.04
C -4.4065 4.2781 -1.2105 0.04 -0.03 0.03
C -5.2787 4.1592 -0.1352 0.06 -0.01 -0.01
C -4.9066 3.4105 0.9714 0.10 -0.04 0.00
C -3.6630 2.7870 1.0045 0.00 0.04 0.07
C 0.0410 -0.8134 3.3037 -0.20 -0.24 -0.56
C -1.2134 -1.0031 3.8735 -0.06 0.06 0.22
C -1.3847 -1.9471 4.8805 0.02 0.07 -0.08
C -0.3050 -2.6994 5.3231 0.03 0.05 -0.05
C 0.9474 -2.5092 4.7520 -0.03 0.04 -0.03
C 1.1156 -1.5789 3.7347 0.13 -0.02 0.11
C 0.6291 1.8457 3.1780 -0.05 -0.32 -0.03
C 1.9147 2.2423 3.5170 0.15 0.05 -0.10
C 2.1284 3.1737 4.5302 -0.05 -0.02 -0.04
C 1.0566 3.7132 5.2247 -0.03 -0.07 -0.09
C -0.2359 3.3196 4.8941 0.06 -0.04 -0.05
C -0.4416 2.3959 3.8810 -0.11 -0.04 0.04
H 1.6669 2.6859 -0.4831 0.00 0.06 -0.03
H 3.1899 4.4471 0.3178 -0.02 -0.01 0.01
H 2.3475 6.2111 1.8506 -0.01 0.00 -0.01
H -0.0241 6.1943 2.5588 0.00 -0.01 0.00
H -1.5386 4.4232 1.7644 0.01 0.00 -0.02
H -2.4988 3.7190 -2.0258 -0.01 -0.01 -0.01
H -4.6934 4.8540 -2.0819 0.01 0.00 0.01
H -6.2454 4.6473 -0.1619 0.01 -0.02 -0.01
H -5.5834 3.3054 1.8109 0.02 0.00 -0.01
H -3.3684 2.2104 1.8745 -0.02 0.01 -0.04
H -2.0595 -0.4187 3.5316 0.04 -0.06 0.03
H -2.3685 -2.0987 5.3085 0.02 0.01 -0.01
H -0.4394 -3.4333 6.1084 0.00 0.00 -0.01
H 1.7950 -3.0916 5.0922 -0.01 0.00 -0.01
H 2.0854 -1.4355 3.2698 -0.03 -0.04 -0.01
H 2.7573 1.8335 2.9688 -0.05 0.00 0.03
H 3.1405 3.4752 4.7719 0.00 0.01 -0.01
H 1.2229 4.4418 6.0086 0.00 -0.01 0.01
H -1.0852 3.7368 5.4221 0.01 0.00 -0.01
H -1.4515 2.1017 3.6152 0.03 0.00 0.01
F -4.3213 -4.3809 1.4466 -0.10 -0.08 0.00
C -3.8329 -3.1297 1.4964 0.49 0.00 -0.10
F -4.5818 -2.3745 0.6891 -0.12 0.06 -0.07
F -4.0419 -2.6903 2.7569 -0.11 0.05 0.11
C -2.3662 -3.0952 1.1500 -0.30 0.44 -0.09
C -1.6141 -4.2363 1.2773 0.05 -0.34 0.07
C -0.2419 -4.1902 1.0861 0.25 0.15 -0.08
C 0.3179 -2.9747 0.7402 0.27 -0.60 0.03
N -0.4047 -1.8770 0.6047 -0.02 0.37 -0.34
C -1.7049 -1.8996 0.8133 -0.28 0.19 0.19
S -2.5055 -0.3210 0.8859 -0.18 0.01 0.33
H -2.0997 -5.1627 1.5559 0.01 0.01 -0.05
H 0.3788 -5.0681 1.2030 -0.04 0.02 -0.02
H 1.3856 -2.8507 0.5795 -0.06 -0.05 -0.01
C 2.8083 2.3977 -3.2519 0.00 -0.01 0.06
C 3.7285 1.5108 -2.4475 0.10 0.06 -0.02
C 4.9995 1.9749 -2.1137 -0.07 0.00 -0.03
C 5.9064 1.1724 -1.4389 -0.04 -0.05 0.00
C 5.5454 -0.1309 -1.1276 -0.07 0.00 -0.01
C 4.2854 -0.6280 -1.4519 0.04 0.06 0.04
C 3.9495 -2.0651 -1.1508 0.00 0.06 0.01
C 3.3327 0.2074 -2.0798 -0.07 0.07 0.01
N 2.0186 -0.2277 -2.2761 -0.20 -0.48 -0.16
C 1.6470 -0.7929 -3.5058 0.50 0.35 0.31
C 2.5371 -0.7124 -4.7295 -0.03 0.10 0.10
C 0.4657 -1.4430 -3.5601 -0.39 -0.31 0.42
C -0.0234 -2.0483 -4.8600 -0.03 0.05 0.10
N -0.2790 -1.5470 -2.3526 -0.13 -0.04 -0.54
C -1.2500 -2.5610 -2.3405 0.30 -0.08 0.06
C -0.8495 -3.9204 -2.2916 -0.03 -0.07 -0.12
C 0.6069 -4.2870 -2.4304 -0.04 0.03 0.15
C -1.8003 -4.9291 -2.1869 0.03 0.05 0.04
C -3.1577 -4.6336 -2.1677 0.01 0.03 0.02
C -3.5550 -3.3129 -2.2969 0.00 0.05 0.01
C -2.6274 -2.2752 -2.3971 -0.11 0.00 0.14
C -3.1182 -0.8686 -2.6255 -0.02 -0.04 -0.03
H 3.3558 2.8441 -4.0863 -0.01 0.00 0.00
H 2.3959 3.2178 -2.6576 0.01 -0.02 0.04
H 1.9659 1.8313 -3.6423 0.00 0.00 0.01
H 5.2821 2.9846 -2.4011 -0.01 -0.03 0.01
H 6.8870 1.5516 -1.1740 -0.02 -0.01 -0.01
H 6.2555 -0.7815 -0.6244 -0.03 0.01 0.00
H 4.4590 -2.4090 -0.2465 -0.02 0.01 -0.04
H 4.2484 -2.7176 -1.9775 -0.01 0.02 0.00
H 2.8728 -2.1720 -1.0312 -0.04 -0.01 0.01
H 3.4525 -0.1589 -4.5158 -0.01 -0.02 -0.01
H 2.0424 -0.2144 -5.5720 -0.01 -0.01 0.05
H 2.8302 -1.7074 -5.0851 -0.01 0.01 0.03
H -0.1354 -1.2941 -5.6485 0.02 0.00 0.05
H -0.9940 -2.5309 -4.7363 0.03 0.02 -0.01
H 0.6675 -2.8059 -5.2544 -0.02 0.03 0.04
H 1.2488 -3.4695 -2.1024 -0.02 0.01 0.05
H 0.8510 -4.4765 -3.4803 0.01 0.01 0.02
H 0.8433 -5.1946 -1.8656 -0.04 0.04 -0.03
H -1.4690 -5.9631 -2.1202 -0.01 0.05 -0.01
H -3.8946 -5.4241 -2.0755 0.02 0.02 -0.01
H -4.6136 -3.0704 -2.3361 0.03 0.00 0.02
H -3.5862 -0.4523 -1.7297 0.01 0.00 -0.03
H -3.8662 -0.8600 -3.4236 0.00 0.00 0.02
H -2.2953 -0.2113 -2.8973 -0.01 -0.04 0.01
```
Positions in Å, forces in eV/Å.

The multiplicity is 5. The total energy comes out at -5576.65790 a.u. The molar mass comes out at 972.95 g mol⁻¹. As for the expectation value of S²: 6.025. The total charge is -1. The value obtained for the energy relative to the best compared isomer or geometry (same formula, charge and spin) is 0.0 kcal/mol.

---

[3]
C51H50Cl2FN5O3OsSb2 | wB97M-V/def2-TZVPD

Structure (XYZ):
```
115
Properties=species:S:1:pos:R:3:forces:R:3
Os 0.3565 -1.2685 0.4540 -0.57 -0.32 0.76
C -6.5940 2.4904 0.1744 -0.01 0.01 0.00
C -5.7744 1.9245 -0.9726 0.02 0.00 -0.04
N -4.3866 1.6330 -0.5832 -0.07 -0.06 0.08
C -4.0616 0.3811 -0.2655 0.00 0.02 -0.16
C -2.7960 -0.0589 0.0338 0.04 -0.05 0.00
C -2.6888 -1.5574 0.2044 -0.14 0.23 0.01
O -3.7107 -2.1905 0.4018 0.07 -0.02 0.02
O -1.5240 -2.1039 0.0873 0.32 -0.06 -0.03
C -1.7458 0.8811 -0.0012 -0.10 -0.07 0.42
O -0.5130 0.6464 0.2453 0.12 -0.06 -0.09
C -2.1178 2.2783 -0.1699 -0.03 0.03 -0.08
C -1.1419 3.2737 -0.0930 -0.02 -0.01 0.02
C -1.4686 4.5653 -0.3814 -0.01 0.04 0.07
F -0.5267 5.5269 -0.2607 -0.01 -0.01 -0.01
C -2.7542 4.9315 -0.8000 0.04 -0.02 -0.08
C -3.7272 3.9563 -0.8367 0.01 -0.04 -0.04
C -3.4288 2.6284 -0.5125 0.07 0.07 0.00
N -3.0918 6.2587 -1.1988 -0.06 0.02 0.06
C -3.8699 7.0191 -0.2226 0.06 0.03 0.05
C -4.2539 8.3671 -0.8502 -0.01 0.00 -0.03
N -4.2062 8.2001 -2.3401 0.00 -0.02 -0.01
C -2.7830 8.0279 -2.8085 -0.03 0.02 0.00
C -2.0702 7.0873 -1.8250 0.01 -0.01 -0.08
H -7.6072 2.7055 -0.1642 0.00 0.00 0.00
H -6.1604 3.4102 0.5688 0.00 0.00 -0.01
H -6.6577 1.7721 0.9917 0.00 -0.01 0.00
H -5.7497 2.5881 -1.8356 0.00 0.00 0.00
H -6.1988 0.9883 -1.3273 -0.01 -0.01 0.02
H -4.8575 -0.3519 -0.2880 0.00 -0.01 -0.02
H -0.1277 3.0185 0.1777 0.01 0.00 -0.01
H -4.7138 4.2343 -1.1772 0.00 0.00 0.00
H -3.3147 7.2092 0.7042 0.00 0.00 0.00
H -4.7640 6.4521 0.0344 0.00 -0.01 0.00
H -3.5487 9.1600 -0.6092 0.00 -0.01 0.01
H -5.2526 8.6883 -0.5653 0.00 -0.01 0.01
H -4.6534 8.9798 -2.8210 0.01 0.01 0.01
H -4.7113 7.3447 -2.5804 -0.01 0.01 -0.01
H -2.3311 9.0173 -2.8400 0.01 -0.01 -0.01
H -2.8308 7.6211 -3.8162 0.01 -0.02 0.01
H -1.4853 7.6584 -1.0976 -0.01 0.01 0.00
H -1.3766 6.4637 -2.3821 0.00 -0.01 0.01
C 1.7772 -2.6184 3.5245 0.10 0.14 -0.05
C 2.9431 -1.6184 3.4667 0.16 0.03 0.39
C 2.7943 -0.1415 3.0923 -0.32 0.93 -0.85
Sb 2.6922 -0.1906 0.8627 0.53 -0.76 -0.30
C 4.8514 -0.3744 0.8972 -0.06 -0.38 -0.08
C 5.6541 -1.4294 1.3253 -0.09 -0.04 -0.10
C 7.0375 -1.3115 1.3344 0.05 0.06 0.02
C 7.6437 -0.1306 0.9340 0.00 -0.03 0.01
C 6.8573 0.9379 0.5341 -0.01 0.03 0.02
C 5.4752 0.8143 0.5143 -0.10 0.12 0.20
C 2.6839 0.3099 -1.2772 0.03 0.66 0.26
C 1.3099 0.0846 -1.8396 -0.06 -0.36 -0.07
C 1.1631 0.0713 -3.3664 -0.06 -0.18 0.08
C 2.4436 0.1730 -4.1320 0.10 0.02 0.00
C 3.6240 0.3226 -3.5368 -0.05 -0.01 -0.10
C 3.7452 0.4009 -2.0789 -0.07 -0.06 0.07
Sb 1.1273 -3.4415 1.6369 0.18 0.02 0.06
C -0.2605 -4.8968 2.2557 -0.01 0.07 -0.03
C -1.4347 -5.0951 1.5328 -0.03 0.12 0.01
C -2.3441 -6.0545 1.9543 -0.01 -0.02 0.02
C -2.0871 -6.8126 3.0876 0.03 0.01 0.00
C -0.9248 -6.6029 3.8182 -0.03 0.00 -0.01
C -0.0125 -5.6427 3.4063 0.05 -0.06 0.04
C 2.8713 -4.4626 1.0288 0.00 0.02 0.16
C 3.1857 -5.6991 1.5879 -0.02 -0.01 0.04
C 4.3786 -6.3262 1.2589 0.00 0.00 -0.02
C 5.2601 -5.7226 0.3715 -0.01 -0.01 0.01
C 4.9429 -4.4985 -0.1982 -0.01 -0.02 -0.04
C 3.7490 -3.8700 0.1291 -0.09 -0.05 -0.16
H 0.9199 -2.1884 4.0366 -0.08 -0.10 -0.02
H 2.0985 -3.4802 4.1117 0.09 0.06 0.04
H 3.7603 -2.0680 2.9003 0.04 0.08 -0.02
H 3.3386 -1.5311 4.4879 0.05 -0.21 -0.03
H 3.7231 0.3967 3.2526 -0.01 -0.02 0.35
H 1.9497 0.4071 3.5001 -0.03 -0.22 0.22
H 5.2256 -2.3694 1.6360 -0.01 -0.06 -0.06
H 7.6423 -2.1487 1.6581 -0.01 -0.01 0.01
H 8.7217 -0.0411 0.9393 0.00 0.00 0.01
H 7.3160 1.8726 0.2391 -0.01 0.00 -0.01
H 4.8832 1.6713 0.2086 0.01 0.01 -0.01
H 0.5996 0.7973 -1.4213 -0.04 0.03 -0.14
H 0.4637 0.8616 -3.6616 0.04 0.04 0.04
H 2.3726 0.1410 -5.2128 0.01 -0.06 0.00
H 4.5300 0.4078 -4.1219 0.00 -0.01 0.00
H 4.7420 0.5063 -1.6794 0.02 0.09 0.01
H -1.6601 -4.4790 0.6721 0.00 -0.03 -0.01
H -3.2596 -6.2008 1.3968 0.00 0.00 0.00
H -2.7956 -7.5651 3.4074 -0.01 0.01 0.01
H -0.7282 -7.1832 4.7100 0.00 -0.01 -0.01
H 0.8865 -5.4930 3.9942 0.00 0.03 -0.02
H 2.4981 -6.1897 2.2671 0.01 0.01 0.01
H 4.6160 -7.2897 1.6899 0.00 0.00 0.00
H 6.1889 -6.2147 0.1152 0.00 0.00 0.00
H 5.6211 -4.0321 -0.9013 0.00 0.00 0.00
H 3.4954 -2.9311 -0.3535 0.00 0.03 0.02
Cl 0.4697 -4.5649 -1.3526 -0.26 0.14 -0.01
C 0.0513 -3.3700 -2.5337 -0.01 -0.14 -0.10
C -0.5052 -3.8216 -3.7111 0.07 -0.03 0.04
C -0.6105 -2.9773 -4.8163 0.02 0.10 -0.01
C -0.0774 -1.6979 -4.7931 -0.02 -0.08 -0.03
C 0.4701 -1.2435 -3.6131 0.03 0.20 -0.05
Cl -1.8249 1.0404 -2.9193 -0.04 0.06 -0.06
C 0.4371 -2.0208 -2.4496 0.09 -0.02 0.12
N 0.7950 -1.2692 -1.3430 0.21 0.34 -0.47
H -0.8123 -4.8552 -3.7843 -0.01 0.00 0.01
H -1.0722 -3.3560 -5.7182 0.02 0.00 -0.01
H -0.1017 -1.0646 -5.6688 -0.01 -0.01 -0.01
C -2.0045 -0.2984 4.4249 -0.06 -0.04 0.06
C -1.1529 -0.6342 3.3010 0.01 0.01 -0.09
N -0.4825 -0.8986 2.4133 0.01 -0.10 -0.22
H -2.9909 -0.7320 4.2625 0.00 0.01 0.00
H -2.0846 0.7835 4.5135 -0.01 0.00 0.00
H -1.5797 -0.7086 5.3406 0.00 0.00 0.00
```
Positions in Å, forces in eV/Å.

The total energy comes out at -4063.75866 a.u. The molar mass comes out at 1304.65 g mol⁻¹. The total charge is +2. The value obtained for the energy relative to the best compared isomer or geometry (same formula, charge and spin) is 9.7 kcal/mol.